one) Computed, not measured: a cluster of 2 separate species, C5H11NO2 in total, with ωB97M-V/def2-TZVPD.

## Properties
E_LUMO in eV: -3.31
Kohn-Sham gap in eV: 6.1

Element x y z (Å)
C 0.952 -1.656 -1.970
N -0.169 -0.852 -1.697
C -1.449 1.147 1.142
C -1.332 0.647 -0.293
C -0.015 -0.123 -0.579
C 1.269 0.622 -0.235
O 0.542 -1.072 2.065
O 1.966 -1.301 -2.492
H 0.804 -2.726 -1.744
H -0.620 1.843 1.275
H -1.376 0.455 1.978
H 1.214 1.679 -0.504
H -2.385 1.684 1.305
H -2.156 0.026 -0.607
H -1.288 1.553 -0.904
H -0.096 -0.932 0.332
H 1.266 0.602 0.849
H 2.183 0.188 -0.621
H 0.690 -1.784 2.700


two) Computed, not measured: a cluster of 2 separate species, C5H11NO2 in total, with ωB97M-V/def2-TZVPD.

## Properties
E_LUMO in eV: 0.46
Kohn-Sham gap in eV: 9.3

Element x y z (Å)
C -1.119 0.113 -2.399
N 0.267 0.584 -2.334
O 0.595 1.183 -1.338
O 0.992 0.312 -3.266
H -1.330 -0.259 -3.399
H -1.244 -0.686 -1.667
H -1.786 0.931 -2.135
C 1.467 -0.265 0.370
C 0.463 -0.192 1.234
C -0.537 -1.296 1.409
C 0.245 1.006 2.102
H 2.212 0.505 0.285
H 1.615 -1.138 -0.247
H -0.290 -2.163 0.798
H -1.539 -0.951 1.146
H -0.563 -1.606 2.454
H 0.438 0.758 3.147
H -0.788 1.344 2.031
H 0.902 1.818 1.806


The most stable of them is two).


one) Computed, not measured: a cluster of 2 separate species, C4H5N3O2 in total, with ωB97M-V/def2-TZVPD.

## Properties
E_LUMO (alpha / beta) in eV: -2.26 / -1.95
Kohn-Sham gap (alpha / beta) in eV: 7.9 / 7.9

Element x y z (Å)
C 1.309 -1.847 0.137
C 0.064 0.190 0.628
C -0.784 -0.140 -0.585
C 1.014 -0.812 0.943
N 1.624 -2.793 -0.450
N -0.224 1.308 1.106
N 2.669 0.716 0.091
O 3.814 0.402 0.206
O 2.123 1.686 -0.287
H -1.273 -1.050 -0.305
H -0.027 -0.355 -1.426
H -1.491 0.647 -1.061
H 1.394 -0.783 1.956
H 0.167 1.637 1.994


two) Computed, not measured: a cluster of 2 separate species, C4H5N3O2 in total, with ωB97M-V/def2-TZVPD.

## Properties
E_LUMO (alpha / beta) in eV: -1.77 / -1.76
Kohn-Sham gap (alpha / beta) in eV: 9.0 / 9.0

Element x y z (Å)
C 0.974 1.485 -0.201
C -0.824 -0.353 -0.241
C -1.292 0.093 1.092
C 0.654 0.138 -0.453
N 1.243 2.590 -0.035
N -1.694 -0.730 -1.045
N 1.582 -0.810 0.101
O 2.111 -1.518 -0.715
O 1.716 -0.800 1.303
H -2.327 0.110 1.141
H -0.892 0.953 1.508
H -1.020 -0.761 1.799
H 1.215 0.399 -2.237
H -1.447 -0.796 -2.017


three) Computed, not measured: the molecule C4H5N3O2, with ωB97M-V/def2-TZVPD.

## Properties
E_LUMO in eV: 0.57
Kohn-Sham gap in eV: 9.7

Element x y z (Å)
O -2.367 1.093 1.658
N -2.043 -0.019 1.249
O -2.667 -1.027 1.398
N -0.914 -0.089 0.483
C -0.331 1.128 0.063
C 0.844 1.059 -0.491
C 1.547 -0.234 -0.842
C 0.728 -1.473 -0.404
N -0.374 -1.486 0.175
H -1.083 1.893 0.358
H 1.315 1.960 -0.712
H 1.593 -0.080 -1.984
H 2.648 -0.312 -0.404
H 1.104 -2.413 -0.549


The most stable of them is three).


one) Computed, not measured: the ion C4H8N2OP with charge +1, with ωB97M-V/def2-TZVPD.

## Properties
E_LUMO in eV: -4.22
Kohn-Sham gap in eV: 9.4
Net charge: +1

Element x y z (Å)
C 1.930 0.677 -0.263
N 0.678 0.199 0.376
C 0.507 -1.280 0.235
C -0.722 -1.577 -0.138
N -1.497 -0.422 -0.251
P -3.229 -0.130 -0.178
O -3.332 1.148 0.483
C -0.564 0.661 -0.219
H 2.186 -0.182 -0.924
H 1.607 1.673 -0.628
H 2.822 0.827 0.474
H 0.604 0.410 1.405
H 1.489 -1.801 0.560
H -1.142 -2.572 -0.007
H -0.249 0.896 -1.247
H -1.087 1.472 0.323


two) Computed, not measured: the ion C4H8N2OP with charge +1, with ωB97M-V/def2-TZVPD.

## Properties
E_LUMO in eV: -4.93
Kohn-Sham gap in eV: 9.2
Net charge: +1

Element x y z (Å)
C -1.717 -1.101 0.459
P -0.524 -0.530 -0.883
C 1.080 -1.269 -0.280
C 2.001 -0.114 0.074
O 3.120 -0.202 0.411
N 1.290 1.108 0.057
C -0.075 1.032 -0.233
N -0.827 2.093 -0.483
H -2.398 -0.324 0.565
H -1.208 -1.588 1.210
H -2.351 -1.993 0.168
H 1.546 -1.627 -1.166
H 0.778 -2.066 0.299
H 1.676 1.897 0.527
H -0.629 3.013 -0.167
H -1.764 1.670 -0.559


The most stable of them is two).


one) Computed, not measured: a structure of composition C5H13N3O, with ωB97M-V/def2-TZVPD.

## Properties
E_LUMO in eV: 0.36
Kohn-Sham gap in eV: 7.3

Element x y z (Å)
C -1.887 1.443 -0.526
C -1.049 -2.105 -0.026
C -1.081 -0.617 0.251
N -1.231 0.199 -0.827
H -1.702 -0.412 1.141
H -2.841 1.311 0.016
H -1.264 2.110 0.098
H -2.109 1.974 -1.455
H -0.542 -2.316 -0.967
H -2.065 -2.495 -0.067
H -0.494 -2.603 0.773
C 1.564 0.087 -1.427
C 1.265 0.446 -0.009
N 0.953 -0.312 2.234
O 1.901 1.551 0.471
N 0.612 -0.256 0.879
H 2.377 1.978 -0.252
H 1.921 -0.589 2.354
H 0.785 0.574 2.703
H 1.120 0.824 -2.098
H 2.654 0.069 -1.582
H 1.113 -0.862 -1.686


two) Computed, not measured: the molecule C5H13N3O, with ωB97M-V/def2-TZVPD.

## Properties
E_LUMO (alpha / beta) in eV: 0.57 / 0.57
Kohn-Sham gap (alpha / beta) in eV: 7.9 / 7.9

Element x y z (Å)
C 0.492 0.589 1.257
C 2.385 1.527 0.129
C 0.069 -0.927 -1.590
C 0.235 -0.571 2.215
N -0.736 -0.462 -0.481
N -0.454 0.775 0.192
C -2.831 -0.791 -1.576
O 1.844 0.390 0.776
N -2.064 -0.377 -0.616
H -2.031 0.528 0.109
H 0.458 1.539 1.810
H 2.493 2.369 0.827
H 3.374 1.247 -0.235
H 1.758 1.851 -0.708
H 1.107 -0.848 -1.282
H -0.110 -0.308 -2.480
H -0.171 -1.969 -1.818
H -0.765 -0.487 2.641
H 0.970 -0.566 3.020
H 0.307 -1.520 1.683
H -2.444 -1.387 -2.390
H -3.887 -0.599 -1.483


The most stable of them is one).


one) Computed, not measured: the molecule C5H13N3O, with ωB97M-V/def2-TZVPD.

## Properties
E_LUMO in eV: 0.78
Kohn-Sham gap in eV: 9.8

Element x y z (Å)
C -0.048 -2.171 1.209
C -0.229 -2.133 -0.279
O -0.236 -3.140 -0.947
C -0.503 -0.804 -0.960
C -0.248 0.590 -0.324
C -1.043 1.595 -1.169
N -0.731 0.645 1.040
N 1.204 0.895 -0.454
N 1.871 1.071 0.808
H -0.007 -3.203 1.547
H -0.867 -1.641 1.684
H 0.878 -1.665 1.469
H -1.571 -0.857 -1.176
H 0.012 -0.830 -1.918
H -0.784 1.503 -2.221
H -0.829 2.614 -0.844
H -2.109 1.415 -1.052
H 0.071 0.509 1.666
H -1.100 1.566 1.242
H 1.347 1.694 -1.061
H 2.611 0.362 0.863
H 2.309 1.986 0.875


two) Computed, not measured: a structure of composition C5H13N3O, with ωB97M-V/def2-TZVPD.

## Properties
E_LUMO in eV: 0.76
Kohn-Sham gap in eV: 9.1

Element x y z (Å)
C -0.149 -1.241 2.302
C 1.381 1.625 0.594
C 0.498 0.385 0.619
O 0.763 -0.244 1.862
N -0.858 0.566 0.273
H -1.076 1.542 0.112
H 0.152 -1.481 3.321
H -1.182 -0.888 2.277
H -0.076 -2.152 1.693
H 2.412 1.358 0.829
H 1.345 2.099 -0.387
H 1.019 2.325 1.345
C -1.004 0.509 -2.349
C -0.861 -0.411 -1.166
N 0.888 -0.570 -0.540
N -1.470 -1.529 -1.188
H 1.810 -0.404 -0.939
H 0.862 -1.560 -0.304
H -1.266 -2.141 -0.409
H -1.966 1.015 -2.292
H -0.997 -0.070 -3.275
H -0.224 1.266 -2.379


three) Computed, not measured: the molecule C5H13N3O, with ωB97M-V/def2-TZVPD.

## Properties
E_LUMO in eV: 0.94
Kohn-Sham gap in eV: 9.2

Element x y z (Å)
C -0.608 -1.917 0.699
C -0.353 -0.588 0.634
C -1.018 0.332 1.637
N 0.970 -0.050 0.116
C 1.836 0.836 0.883
C 0.762 0.331 -1.265
O 1.693 -0.375 -2.044
N -0.606 -0.099 -1.625
N -1.681 0.856 -1.595
H -1.285 -2.322 1.441
H -0.104 -2.616 0.042
H -2.011 -0.030 1.915
H -0.425 0.402 2.552
H -1.117 1.341 1.227
H 2.033 0.382 1.859
H 1.391 1.826 1.043
H 2.797 0.983 0.375
H 0.880 1.404 -1.448
H 2.067 -0.986 -1.388
H -0.683 -1.103 -1.764
H -2.316 0.591 -0.838
H -2.223 0.802 -2.458


four) Computed, not measured: a structure of composition C5H13N3O, with ωB97M-V/def2-TZVPD.

## Properties
E_LUMO in eV: 0.53
Kohn-Sham gap in eV: 8.1

Element x y z (Å)
C -1.637 -0.625 -1.527
C -1.129 -0.782 -0.101
N -1.480 0.460 0.695
O -1.231 -1.871 0.484
H -2.395 0.854 0.478
H -1.414 0.241 1.685
H -2.731 -0.616 -1.488
H -1.323 -1.480 -2.122
H -1.283 0.287 -2.003
C 0.887 1.698 1.512
C 0.825 -0.253 -0.170
N 1.267 -0.396 -1.537
N 1.407 -1.091 0.836
C 0.480 1.065 0.224
H 0.772 -1.850 1.082
H 2.231 -0.102 -1.655
H 1.187 -1.359 -1.842
H 2.290 -1.494 0.549
H 0.221 1.739 -0.583
H 1.912 2.070 1.398
H 0.247 2.542 1.770
H 0.897 0.964 2.316


The most stable of them is one).


one) Computed, not measured: a cluster of 2 separate species, C5H13N3O in total, with ωB97M-V/def2-TZVPD.

## Properties
E_LUMO in eV: 0.92
Kohn-Sham gap in eV: 9.4

Element x y z (Å)
H 0.309 0.166 -1.487
N 1.209 0.334 -1.049
C 1.134 1.105 -0.035
N -0.017 1.462 0.631
N 2.313 1.610 0.471
C 2.478 1.932 1.871
H -0.883 1.274 0.142
H -0.017 2.332 1.138
H 3.104 1.164 0.032
H 2.211 1.099 2.534
H 1.862 2.794 2.138
H 3.519 2.200 2.043
C -2.126 -1.937 -2.065
C -1.927 -1.111 -0.842
C -1.233 -1.860 0.298
O -2.281 0.042 -0.734
H -2.623 -1.374 -2.851
H -2.760 -2.728 -1.560
H -1.214 -2.449 -2.356
H -1.515 -2.908 0.359
H -1.379 -1.339 1.239
H -0.165 -1.805 0.082


two) Computed, not measured: a structure of composition C5H13N3O, with ωB97M-V/def2-TZVPD.

## Properties
E_LUMO in eV: 0.95
Kohn-Sham gap in eV: 8.0

Element x y z (Å)
C 1.247 -1.126 1.661
N 1.634 1.840 -0.333
C 1.064 0.552 0.013
N 0.884 0.233 1.299
H 1.421 2.508 0.401
H 2.640 1.772 -0.437
H 1.480 -0.214 -0.662
H 2.326 -1.214 1.844
H 0.981 -1.886 0.906
H 0.736 -1.401 2.586
C -1.862 -0.273 0.770
C -1.436 -0.256 -0.619
N -1.465 -1.359 -1.403
C -0.619 0.829 -0.979
O -0.217 0.903 -2.315
H 0.501 1.557 -2.315
H -0.949 -1.330 -2.269
H -1.801 -2.236 -1.039
H -0.925 1.780 -0.549
H -0.830 -0.060 1.321
H -2.331 -1.203 1.086
H -2.479 0.583 1.035


The most stable of them is one).